ORCA calculation (ωB97M-V/def2-TZVPD) on a cluster of 2 separate species, C4H10O2 in total.

As for the multiplicity: 1. The calculation puts the relative energy (zero: lowest compared OMol25 entry of this formula, charge and spin) at 388.84 kJ/mol.

XYZ file:
```
16
C4H10O2 | the Open Molecules 2025 dataset | ωB97M-V/def2-TZVPD
C 0.44 2.02 -0.50
C 0.70 0.56 -0.83
O -0.32 -0.26 -0.28
C -0.10 -1.64 -0.48
C -0.91 -1.05 2.53
O -1.83 -0.49 1.78
H -0.53 2.34 -0.89
H 1.21 2.64 -0.96
H 0.46 2.19 0.58
H 1.68 0.24 -0.42
H 0.72 0.40 -1.91
H 0.85 -1.96 -0.02
H -0.09 -1.86 -1.55
H 0.08 -0.86 2.00
H -0.91 -2.19 0.00
H -1.46 -0.09 0.95
```